*one*
The molecule C4H4F2N2, computed with ωB97M-V/def2-TZVPD.

```
! RIJCOSX wB97M-V def2-TZVPD def2/J DEFGRID3
* xyz 0 1
C -0.69670 -0.58072 1.33031
C 1.35482 0.98264 -0.08552
C -0.80485 -0.32639 -0.10229
C 0.54900 0.03927 -0.81456
N -0.97788 -1.30958 2.24434
N 1.58203 2.12871 0.22823
F -1.19772 -1.61922 -0.74734
F 0.51485 0.46374 -2.22205
H -1.73187 0.35141 -0.13321
H 1.06348 -0.87545 -0.85367
H -1.29364 -2.26073 2.40837
H 1.24710 2.99324 -0.11508
*
```

## Properties
HOMO-LUMO gap (spin up / spin down) = 7.845 / 7.623 eV
E_LUMO (spin up / spin down) = 0.00016 / -0.00427 hartree

Here are the natural (NBO) charges for atoms 1 to 8, given in e: atom 1 (C): 0.2945, atom 2 (C): 0.3043, atom 3 (C): 0.0454, atom 4 (C): 0.0653, atom 5 (N): -0.5929, atom 6 (N): -0.5857, atom 7 (F): -0.3952, atom 8 (F): -0.3652

=====

*two*
The molecule C4H4F2N2, computed with ωB97M-V/def2-TZVPD.

```
! RIJCOSX wB97M-V def2-TZVPD def2/J DEFGRID3
* xyz 0 1
C 0.02909 0.33938 2.17458
C -0.05823 0.50136 0.69651
N -0.43874 1.54777 0.12468
N -0.29933 1.46669 -1.34078
C -0.11759 0.20657 -1.59632
C 0.11624 -0.53989 -0.34318
F -0.75433 -1.54087 0.14633
F 1.31884 -1.18035 -0.37733
H 0.13466 1.30430 2.63319
H -0.69065 -0.36450 2.53761
H 0.97588 -0.28652 2.32562
H -0.15103 -0.30802 -2.49423
*
```

## Properties
SMILES = CC1=NN=CC1(F)F
HOMO-LUMO gap = 10.154 eV
E_LUMO = -0.02007 hartree

Here are the natural (NBO) charges for atoms 1 to 8, given in e: atom 1 (C): -0.6565, atom 2 (C): 0.2093, atom 3 (N): -0.2532, atom 4 (N): -0.1661, atom 5 (C): -0.0067, atom 6 (C): 0.5769, atom 7 (F): -0.3369, atom 8 (F): -0.3152

=====

Most stable = *two*

=====

*one*
The molecule C19H31N3O4, computed with ωB97M-V/def2-TZVPD.

```
! RIJCOSX wB97M-V def2-TZVPD def2/J DEFGRID3
* xyz 0 1
C -2.35948 -4.78496 -0.50803
C -1.04273 -4.93364 -0.40252
C -0.12853 -4.93748 -1.59298
C -0.36119 -5.06953 0.93165
C 0.39807 -3.81096 1.35245
O 1.45714 -3.86414 1.95165
N -0.21896 -2.65128 1.02895
C 0.33641 -1.35124 1.38178
C 1.31944 -0.84741 0.31048
C 0.62415 -0.09344 -0.82434
C -0.49542 -0.90508 -1.50973
C -1.77047 -0.56234 -0.70129
C -1.27495 0.38019 0.40851
C -0.76613 -0.31631 1.68013
C -1.89847 -0.88079 2.52699
N -0.12065 1.01742 -0.22715
C -0.10307 2.35019 -0.47201
O -1.03080 3.07140 -0.13767
C 1.11009 2.97980 -1.21127
C 2.48200 2.42554 -0.79895
C 0.88420 2.80807 -2.71531
N 1.07862 4.41765 -0.95503
C 1.12449 4.84604 0.34842
O 1.53616 4.20241 1.28506
O 0.67677 6.11165 0.43859
C 0.69017 6.64901 1.76270
H -2.99949 -4.80330 0.36661
H -2.83850 -4.66242 -1.47196
H 0.36549 -5.90744 -1.68634
H -0.66647 -4.73131 -2.51721
H 0.66457 -4.19376 -1.47349
H -1.08749 -5.28981 1.71729
H 0.37301 -5.87513 0.92095
H -1.07687 -2.71995 0.50838
H 0.90326 -1.52905 2.29681
H 2.03314 -0.16403 0.77563
H 1.88489 -1.69852 -0.07482
H 1.35827 0.25429 -1.54184
H -0.60559 -0.57896 -2.54441
H -0.26606 -1.96994 -1.52688
H -2.48178 -0.02618 -1.32905
H -2.29871 -1.43699 -0.31892
H -2.00408 1.14273 0.66982
H -0.27899 0.47698 2.25578
H -2.50822 -1.60076 1.97742
H -1.50654 -1.39035 3.40873
H -2.55643 -0.07763 2.86175
H 2.77063 1.56915 -1.40647
H 3.22525 3.20540 -0.95774
H 2.50702 2.15093 0.25201
H 0.86264 1.75477 -2.99377
H -0.06615 3.25538 -3.01412
H 1.69133 3.29402 -3.26464
H 0.39154 4.92363 -1.49418
H 0.29399 7.65603 1.67468
H 0.06474 6.04941 2.42174
H 1.70471 6.67201 2.15717
*
```

## Properties
SMILES = C=C(C)CC(=O)N[C@H]1C[C@H]2CC[C@@H]([C@H]1C)N2C(=O)C(C)(C)NC(=O)OC
HOMO-LUMO gap = 9.866 eV
E_LUMO = 0.02236 hartree

Here are the natural (NBO) charges for atoms 1 to 8, given in e: atom 1 (C): -0.4256, atom 2 (C): 0.0379, atom 3 (C): -0.6520, atom 4 (C): -0.5406, atom 5 (C): 0.6895, atom 6 (O): -0.6288, atom 7 (N): -0.6567, atom 8 (C): -0.0483

=====

*two*
The molecule C19H31N3O4, computed with ωB97M-V/def2-TZVPD.

```
! RIJCOSX wB97M-V def2-TZVPD def2/J DEFGRID3
* xyz 0 1
C -3.23635 -7.73092 0.56202
C -2.15607 -7.62172 1.32914
C -0.76600 -7.85986 0.81510
C -2.24177 -7.20327 2.77246
C -1.72066 -5.78388 2.99689
O -0.98388 -5.49670 3.92293
N -2.16140 -4.88106 2.08869
C -1.72233 -3.49115 2.11645
C -0.34032 -3.31398 1.46696
C -0.40268 -3.14772 -0.05157
C -1.18010 -4.24964 -0.77926
C -2.63615 -3.73220 -0.79910
C -2.58750 -2.40035 -0.03224
C -2.75724 -2.54054 1.49027
C -4.19241 -2.86263 1.88259
N -1.22047 -1.94880 -0.36279
C -0.61776 -0.73261 -0.13599
O 0.55926 -0.58871 -0.42194
C -1.35818 0.55239 0.33476
C -0.88172 0.81755 1.76584
C -0.88623 1.70296 -0.56295
N -2.81330 0.50227 0.20489
C -3.77044 0.58364 1.16411
O -3.63030 0.54890 2.36419
O -4.98354 0.68274 0.56123
C -6.08513 0.78786 1.46697
H -4.23025 -7.57028 0.96366
H -3.16072 -8.00611 -0.48295
H -0.31264 -8.70847 1.33261
H -0.75880 -8.06037 -0.25527
H -0.12537 -6.99608 1.01508
H -3.27450 -7.24304 3.12533
H -1.63961 -7.85208 3.40815
H -2.68094 -5.23877 1.30521
H -1.62970 -3.24852 3.17621
H 0.14275 -2.42396 1.88101
H 0.28884 -4.16478 1.73669
H 0.59750 -3.01236 -0.45280
H -0.80288 -4.35374 -1.79563
H -1.07269 -5.21582 -0.28868
H -2.95502 -3.54516 -1.82401
H -3.36261 -4.42662 -0.37453
H -3.33394 -1.71199 -0.41374
H -2.53001 -1.55761 1.90742
H -4.53563 -3.81371 1.47147
H -4.29219 -2.91602 2.96750
H -4.86521 -2.08301 1.51977
H 0.20280 0.90635 1.73182
H -1.31068 1.74455 2.14177
H -1.15349 0.02255 2.45620
H 0.19670 1.77531 -0.54830
H -1.19932 1.54177 -1.59750
H -1.32596 2.63406 -0.20427
H -3.16490 0.63622 -0.73005
H -6.97227 0.83820 0.84304
H -6.12910 -0.07934 2.12383
H -5.99619 1.68627 2.07507
*
```

## Properties
SMILES = C=C(C)CC(=O)N[C@H]1C[C@H]2CC[C@@H]([C@H]1C)N2C(=O)C(C)(C)NC(=O)OC
HOMO-LUMO gap = 9.699 eV
E_LUMO = 0.02121 hartree

Here are the natural (NBO) charges for atoms 1 to 8, given in e: atom 1 (C): -0.4286, atom 2 (C): 0.0425, atom 3 (C): -0.6540, atom 4 (C): -0.5407, atom 5 (C): 0.6898, atom 6 (O): -0.6262, atom 7 (N): -0.6526, atom 8 (C): -0.0483

=====

Most stable = *one*